1.
Here is the ion C4H9N3S with charge +2 from the OMol25 dataset. Energies are from ωB97M-V/def2-TZVPD.

Each line ends with the Mulliken charge.
Positions of all 17 atoms, in Å:
H: 0.01605 -2.67621 0.13815  0.3858
H: 1.50375 -1.36985 -0.84163  0.3136
H: -2.12190 1.58774 -1.06193  0.2682
C: 2.03635 1.28145 1.17959  -0.7105
H: 2.87044 1.88049 1.56551  0.4102
H: 0.45475 0.52189 -2.09196  0.4003
C: 0.65127 0.40903 -1.08976  -0.0065
H: 2.21748 0.22131 1.03400  0.2392
C: -0.20992 -1.59745 -0.02095  0.0404
H: -3.22967 0.03960 0.32393  0.4120
N: -1.50232 -1.27171 0.22033  -0.1104
N: -1.57170 0.76474 -0.70534  -0.4151
N: 0.63890 -0.85427 -0.64504  -0.1314
S: 1.43594 1.76610 -0.43888  0.2683
C: -2.17077 -0.09433 0.00068  -0.0055
H: 1.13413 1.43321 1.84260  0.3091
H: -2.15278 -2.04174 0.59068  0.3323

Forces on the atoms, in the same order (eV/Å):
0.194 1.041 0.112
0.072 0.197 -0.097
0.704 -0.860 0.845
-2.058 -0.309 0.688
-0.118 -0.191 -0.606
-0.541 0.456 -2.313
0.308 4.881 1.505
0.581 -0.019 0.765
-3.744 -1.143 -0.051
0.865 -0.636 0.052
-0.145 -3.207 1.889
-0.199 0.494 -0.648
2.038 -3.092 1.204
-0.021 -0.719 -1.139
-0.777 2.132 -1.433
1.132 -0.248 -0.310
1.710 1.225 -0.462

Output
- total charge = +2
- HOMO level (eV) = -18.7400


2.
Here is the ion C4H9N4 with charge +1 from the OMol25 dataset. Energies are from ωB97M-V/def2-TZVPD.

Each line ends with the Mulliken charge.
Positions of all 17 atoms, in Å:
H: -3.10575 -0.01519 0.06567  0.2888
H: 1.36300 0.97221 1.01519  0.3549
H: -1.74975 2.02770 -0.07667  0.1967
N: 1.84976 -0.97415 0.55633  -0.3428
C: 2.55291 -0.24193 -0.16225  0.5638
H: -0.64895 -1.66876 0.08179  0.2974
H: 3.98998 0.75762 -1.23174  0.2881
N: -1.15782 -0.75681 0.00124  -0.1739
N: 3.54580 0.00552 -0.74028  -0.3720
H: 2.13712 -1.19077 1.51683  0.2925
C: -2.54164 -0.83920 -0.39924  -0.8383
H: -0.15082 2.37723 0.30123  0.2432
H: -2.72426 -0.76200 -1.53468  0.2974
H: -3.04535 -1.79073 -0.08828  0.3242
N: -0.85948 1.58188 0.10571  -0.4533
C: 0.97125 0.20232 0.44798  -1.0491
C: -0.42599 0.31507 0.14119  1.0825

Forces on the atoms, in the same order (eV/Å):
0.163 -0.324 -0.115
0.091 1.723 1.377
-0.262 -1.166 -0.080
-3.656 -2.912 3.880
0.605 2.062 -2.483
-0.565 1.401 -0.139
-0.385 0.187 -0.048
0.183 -2.261 -0.367
2.249 0.224 -1.027
0.128 -0.524 -0.443
-1.863 0.161 -1.330
-1.385 -2.342 -0.496
0.658 -0.053 1.605
0.880 0.823 -0.032
1.477 2.732 0.421
0.776 -0.145 -0.892
0.906 0.414 0.170

Output
- total charge = +1
- structure (SMILES) = [H]/N=C1/N[C@@H]1C(=[NH2+])NC
- HOMO level (eV) = -12.7768


3.
Here is a cluster of 2 separate species, C4H9N4 in total from the OMol25 dataset. Energies are from ωB97M-V/def2-TZVPD.

Each line ends with the Mulliken charge.
Positions of all 17 atoms, in Å:
C: 0.87418 0.11948 -0.02929  0.9512
H: 1.73453 -1.32745 1.33330  0.3066
H: -0.12602 -0.20163 -1.86701  0.3202
H: 3.00710 -0.03558 0.63968  0.3188
H: 0.03423 3.07502 -0.21951  0.3121
H: -2.71672 -1.88198 0.80256  0.2279
N: -2.22895 0.08772 0.03284  0.1108
H: 2.01376 0.47788 1.87394  0.3801
C: 1.92699 -0.23130 0.97794  -1.2523
N: -0.50997 2.21126 -0.02520  -0.3185
C: 0.19255 1.16751 0.10168  0.1531
N: -2.05774 -1.30505 0.36309  -0.2060
H: 1.41865 -1.30662 -1.60331  0.3958
C: 0.54886 -0.82569 -1.16032  -1.2537
H: -1.50884 2.18583 0.35771  0.3255
H: -0.06524 -1.56095 -0.71523  0.4172
N: -2.53735 -0.64843 -0.86288  -0.1889

Forces on the atoms, in the same order (eV/Å):
2.148 -1.753 0.411
0.725 2.064 -0.590
1.427 -1.541 0.524
-1.657 -0.966 -0.439
-1.176 -0.392 -0.179
-2.520 0.330 1.010
-1.816 0.191 0.183
-1.008 -1.087 -0.947
1.587 -0.463 2.214
-0.252 0.496 1.378
-1.436 1.654 -0.845
3.751 -1.111 -0.948
0.010 0.450 -0.163
-0.776 2.292 -1.354
1.751 0.487 -0.652
-0.685 -0.994 0.432
-0.072 0.343 -0.033

Output
- total charge = +1
- HOMO level (eV) = -14.1710


4.
Here is a cluster of 2 separate species, C4H9N4O3 in total from the OMol25 dataset. Energies are from ωB97M-V/def2-TZVPD.

Each line ends with the Mulliken charge.
Positions of all 20 atoms, in Å:
C: 2.77457 -0.80847 0.09111  0.6127
N: 3.19606 1.54240 0.36640  -0.3830
H: 4.10482 1.17479 0.61923  0.2689
O: 1.83358 -1.69438 -0.24291  -0.4282
C: 1.01464 0.75420 -0.28680  0.2313
N: -0.11870 0.75738 -0.82286  -0.2128
H: -0.23092 0.77633 -1.83985  0.2858
C: -3.99429 0.50838 0.28791  -0.0446
O: -4.92508 -0.44779 0.41222  -0.5181
H: -3.17005 -1.63071 -0.14349  0.3558
N: -2.79544 0.27664 -0.03292  -0.3932
H: 2.14127 -2.61079 -0.17332  0.3475
H: -1.02173 0.67781 -0.30490  0.5089
H: 4.35463 -1.88699 0.50032  0.2645
O: -2.41266 -1.03330 -0.26510  -0.3426
H: -4.25061 1.54598 0.45866  0.3743
N: 3.96626 -0.95542 0.43083  -0.5892
H: 3.03170 2.52900 0.28604  0.1954
C: 2.29019 0.62578 0.00383  0.0967
H: -5.78824 -0.10084 0.65559  0.3698

Forces on the atoms, in the same order (eV/Å):
0.438 -0.101 -0.017
-0.034 0.175 -0.106
-0.067 0.063 -0.040
-0.392 -0.129 -0.091
-0.449 -0.087 -0.132
-0.086 -0.012 -0.135
0.127 0.040 0.137
-0.345 0.241 0.086
0.421 -0.229 -0.125
-0.024 0.111 0.014
0.411 -0.012 -0.007
0.071 0.211 0.017
0.117 0.211 -0.019
-0.163 -0.193 -0.060
-0.251 -0.343 -0.005
-0.128 -0.017 0.043
0.302 0.224 0.156
0.033 -0.024 0.015
0.049 -0.266 0.249
-0.028 0.137 0.022

Output
- total charge = +1
- HOMO level (eV) = -12.9223


5.
Here is the molecule C4H9N5 from the OMol25 dataset. Energies are from ωB97M-V/def2-TZVPD.

Each line ends with the Mulliken charge.
Positions of all 18 atoms, in Å:
H: -0.79686 -0.73581 2.67823  0.2582
H: 1.19597 0.69842 -0.42921  0.0614
N: 1.83497 -0.48521 -2.18676  -0.6380
N: -0.93597 -0.91441 -2.49753  -0.9532
H: 0.51304 2.04743 0.83179  0.5903
C: 0.86617 -0.11703 -1.36846  0.2207
H: -2.32902 -0.28393 -0.53320  0.3161
H: 1.24175 -1.08312 -2.90612  0.3008
N: -1.01675 0.53371 0.85690  -0.5207
H: 1.29871 -0.90270 2.86512  0.3246
C: 0.14985 1.28738 1.49189  -0.2231
C: 0.27860 -0.44104 3.00556  -0.7284
H: -1.71446 -0.34243 -3.16379  0.2802
N: 0.75673 1.00086 2.60026  -0.4530
C: -1.21276 -0.00728 -0.24069  0.2412
H: -1.24229 -1.90633 -2.43040  0.2362
H: -0.00763 -0.15669 4.06570  0.2905
N: -0.44618 -0.37309 -1.38829  0.3962

Forces on the atoms, in the same order (eV/Å):
2.558 -0.076 -0.618
-0.933 -2.870 -2.877
-4.593 -0.637 0.304
-4.165 -0.819 -4.254
-0.206 1.043 0.114
6.355 2.780 1.186
2.006 0.370 0.787
1.788 1.178 1.232
2.130 1.828 1.931
-1.903 -0.790 0.342
-0.040 -2.189 0.055
-0.508 3.246 2.401
2.935 -1.636 2.906
-3.070 -1.587 -3.317
-3.300 -1.024 -2.295
0.279 1.172 0.197
1.145 -1.314 -0.490
-0.477 1.323 2.397

Output
- structure (SMILES) = [H]/N=C\N(N)/C=N\C=N/C
- HOMO level (eV) = -9.4124


6.
Here is the molecule C4H9N5 from the OMol25 dataset. Energies are from ωB97M-V/def2-TZVPD.

Each line ends with the Mulliken charge.
Positions of all 18 atoms, in Å:
H: 1.91938 1.00264 0.19791  0.2898
H: 2.90362 -0.06342 -0.75727  0.2047
N: 2.05904 0.09722 -0.23157  -0.3968
N: 0.95578 -1.68157 -1.30430  -0.7107
H: 0.04958 1.97255 -1.23250  0.3280
H: -1.33748 1.97492 2.15616  0.2264
C: -0.44110 1.04646 0.59915  0.3784
H: -1.31545 0.25964 2.18597  0.2755
H: -0.73677 -2.43664 -0.97264  0.2197
H: -0.35494 3.10039 0.16251  0.2576
H: 1.87183 -1.92374 -1.66769  0.1965
C: 0.95360 -0.65344 -0.54901  0.4957
H: -2.34451 -2.61200 -0.30046  0.2320
N: -0.19019 -0.30916 0.16332  0.2650
N: -0.84518 1.12281 1.92582  -0.4449
C: -1.40205 -0.92848 0.24549  -0.6828
C: -0.23762 2.09700 -0.20561  -1.0366
N: -1.50752 -2.06520 -0.41527  -0.0976

Forces on the atoms, in the same order (eV/Å):
0.100 -0.201 -0.188
-0.211 0.118 0.057
-0.023 0.061 0.089
-0.184 -0.360 -0.218
0.120 -0.115 -0.177
-0.067 -0.283 -0.013
0.726 0.662 0.192
-0.147 0.397 0.062
-0.040 0.022 0.028
-0.157 0.174 0.079
-0.005 0.242 0.058
1.103 -0.118 0.099
-0.019 0.231 -0.032
-1.026 1.506 0.076
0.435 -0.232 -0.275
-0.735 -1.647 -0.172
0.039 -0.277 0.240
0.093 -0.181 0.095

Output
- HOMO level (eV) = -8.2749


Taking the records one at a time from the top gives energy relative to the best compared isomer or geometry (same formula, charge and spin) values of 153.2 279.8 626.6 335.4 544.5 150.4 kJ/mol.
Taking the records one at a time from the top gives largest force on an atom values of 5.1 6.1 4.0 0.5 7.0 1.8 eV/A.